[1]
This record from the OMol25 dataset describes a 2-piece molecular cluster, C4H7IO overall in a non-equilibrium geometry. The level of theory is ωB97M-V with the def2-TZVPD basis set.

Cartesian coordinates (Å):
C (-0.10332, 0.36770, 1.37847)
C (-1.06353, 1.30620, 0.79242)
C (-0.58011, 0.25490, -0.01429)
C (0.67940, -0.93222, -1.59131)
O (-0.31543, 0.06711, -1.24807)
I (-2.21643, -2.75655, 0.33406)
H (0.93663, 0.74638, 1.35913)
H (-0.22918, -0.34308, 2.08123)
H (-2.12583, 1.54211, 0.98984)
H (-0.69254, 2.28293, 0.52504)
H (0.83483, -1.59389, -0.76491)
H (1.59445, -0.30740, -1.90096)
H (0.28308, -1.58513, -2.45705)

For the electronic energy, the calculation gives -14405.576 eV. For the energy relative to the best compared isomer or geometry (same formula, charge and spin), the calculation gives 3.6569 eV.

[2]
This record from the OMol25 dataset describes C4H7IO2 as an isolated structure in a non-equilibrium geometry. The level of theory is ωB97M-V with the def2-TZVPD basis set.

Cartesian coordinates (Å):
C (0.55808, 0.06286, 1.04226)
C (0.34953, -0.04451, -1.37424)
C (-1.65683, 0.48489, 0.10287)
C (-0.35442, -0.30894, -0.03388)
O (0.69313, 0.83645, 1.89488)
O (1.96449, -1.12369, 0.90085)
I (3.37109, -0.62072, 2.12092)
H (0.67941, 0.99328, -1.43713)
H (-0.34235, -0.24308, -2.19306)
H (1.21862, -0.69191, -1.46156)
H (-2.12284, 0.30408, 1.06715)
H (-2.34826, 0.18453, -0.68009)
H (-1.46339, 1.55042, 0.00523)
H (-0.54626, -1.38366, 0.04578)

For the electronic energy, the calculation gives -16455.403 eV. For the energy relative to the best compared isomer or geometry (same formula, charge and spin), the calculation gives 1.2102 eV.

[3]
This record from the OMol25 dataset describes C4H7IS as an isolated structure in a non-equilibrium geometry. The level of theory is ωB97M-V with the def2-TZVPD basis set.

Cartesian coordinates (Å):
C (0.82287, -0.70690, 0.17350)
C (-0.11253, 0.34145, -0.54998)
C (-0.84282, -1.68140, 0.57240)
C (0.23315, 1.82544, -0.48274)
S (-1.69451, -0.10835, 0.35828)
I (-0.97673, -2.73712, 2.42049)
H (1.68001, -1.01238, -0.46357)
H (1.15395, -0.49185, 1.26464)
H (-0.15174, 0.07534, -1.58365)
H (-0.90227, -2.31590, -0.24615)
H (1.25849, 2.13068, -0.76846)
H (-0.06300, 2.29214, 0.50588)
H (-0.40486, 2.38885, -1.20064)

For the electronic energy, the calculation gives -23195.098 eV. For the energy relative to the best compared isomer or geometry (same formula, charge and spin), the calculation gives 1.3385 eV.

[4]
This record from the OMol25 dataset describes C4H7KMgO2 as an isolated structure in a non-equilibrium geometry. The level of theory is ωB97M-V with the def2-TZVPD basis set.

Cartesian coordinates (Å):
O (0.83956, -0.13482, -0.42257)
C (0.65897, -1.29081, -0.84667)
C (1.53757, -2.44690, -0.51620)
K (-1.18316, 2.09542, 0.44994)
H (-0.27314, -1.46921, -1.41658)
H (0.89269, -3.21135, -0.05769)
H (1.80101, -2.90515, -1.48674)
C (3.10810, -3.30806, 1.12089)
C (2.85439, -2.17086, 0.23250)
O (4.36629, -3.55476, 1.56081)
H (2.32284, -3.77830, 1.72210)
H (2.86294, -1.06597, 0.25740)
H (4.04932, -1.73517, 0.16045)
H (4.64376, -4.44950, 1.34254)
Mg (1.81550, 1.36245, 2.89612)

For the electronic energy, the calculation gives -30115.516 eV. Its spin multiplicity is 2. The total charge is +1.

[5]
This record from the OMol25 dataset describes C4H7LiO3 as an isolated structure in a non-equilibrium geometry. The level of theory is ωB97M-V with the def2-TZVPD basis set.

Cartesian coordinates (Å):
O (0.43026, 1.31008, 0.55772)
C (0.55924, 2.29580, 1.30940)
H (1.46298, 2.92371, 1.23121)
H (-0.10251, 2.40230, 2.18823)
O (-0.97475, -0.91104, -0.16854)
O (-1.90132, -0.02928, 1.64984)
C (-0.94624, -0.29195, 0.96174)
C (0.26469, -1.43087, -0.74127)
H (1.05564, -1.32834, 0.01018)
H (0.06553, -2.49333, -0.91932)
Li (-2.49845, -0.24731, 2.91945)
C (0.57987, -0.68370, -2.01185)
H (0.75007, 0.37932, -1.79928)
H (1.49243, -1.10642, -2.45088)
H (-0.23743, -0.78897, -2.73662)

For the electronic energy, the calculation gives -10599.984 eV. Its spin multiplicity is 2. For the energy relative to the best compared isomer or geometry (same formula, charge and spin), the calculation gives 2.1622 eV. The total charge is +1.

[6]
This record from the OMol25 dataset describes one molecule with the formula C4H7N in a non-equilibrium geometry. The level of theory is ωB97M-V with the def2-TZVPD basis set.

Cartesian coordinates (Å):
C (2.23823, 0.73168, -0.43677)
C (1.02255, 0.66741, -0.33350)
C (-0.33348, 0.35906, -0.01649)
C (-0.41918, -0.67581, 1.09833)
N (-0.97515, -0.25432, -1.20431)
H (3.34504, 0.60328, -0.59231)
H (-0.89638, 1.25252, 0.40717)
H (0.09683, -1.56938, 0.94425)
H (-1.46559, -0.88058, 1.30746)
H (-0.07871, -0.29074, 2.04601)
H (-1.96317, -0.16618, -1.12381)
H (-0.57100, 0.22306, -2.09604)

For the electronic energy, the calculation gives -5749.102 eV. For the energy relative to the best compared isomer or geometry (same formula, charge and spin), the calculation gives 2.3144 eV. Its structure (SMILES) is C#C[C@H](C)N.

[7]
This record from the OMol25 dataset describes one molecule with the formula C4H7N in a non-equilibrium geometry. The level of theory is ωB97M-V with the def2-TZVPD basis set.

Cartesian coordinates (Å):
N (0.05222, -1.68863, -0.79583)
C (-0.18114, -0.32328, -0.41838)
C (-1.25297, -0.28883, 0.73543)
C (0.75273, 1.82077, 0.62535)
C (0.91781, 0.78302, -0.16178)
H (-0.61663, 0.07381, -1.35120)
H (0.83383, -1.60719, -1.45212)
H (-2.27233, -0.16197, 0.38958)
H (-0.89494, 0.55092, 1.30768)
H (0.97079, 1.78549, 1.70563)
H (-1.11441, -1.26809, 1.18201)
H (1.85241, 0.75398, -0.72048)

For the electronic energy, the calculation gives -5743.953 eV. For the energy relative to the best compared isomer or geometry (same formula, charge and spin), the calculation gives 7.4635 eV.

[8]
This record from the OMol25 dataset describes one molecule with the formula C4H7N in a non-equilibrium geometry. The level of theory is ωB97M-V with the def2-TZVPD basis set.

Cartesian coordinates (Å):
C (-2.54884, -0.09524, -0.15243)
C (-1.29651, -0.14158, -0.09064)
C (0.18880, -0.21352, 0.27649)
C (0.81762, 1.14626, -0.13928)
N (0.97245, -1.25615, -0.36638)
H (-3.63056, -0.26981, -0.15661)
H (0.20849, -0.33473, 1.44327)
H (0.65843, 1.24025, -1.19371)
H (1.84895, 1.23819, 0.00286)
H (0.39209, 1.97934, 0.19872)
H (1.86911, -1.16770, 0.12506)
H (0.51996, -2.12532, 0.05264)

For the electronic energy, the calculation gives -5748.695 eV. For the energy relative to the best compared isomer or geometry (same formula, charge and spin), the calculation gives 2.7216 eV. Its structure (SMILES) is C#C[C@H](C)N.